Version one
ORCA calculation (ωB97M-V with the def2-TZVPD basis set) on 2 unconnected molecules or ions with the total composition CH4IN3O2.

As for the orbital gap: 8.016 eV.

ORCA input file:
```
! wB97M-V def2-TZVPD RIJCOSX def2/J DEFGRID3
* xyz 0 1
C 0.92106 2.02855 0.44458
N -1.00752 -0.00229 1.39894
N -0.15034 -1.62049 -1.86327
N -0.30101 -0.02452 0.39657
O 0.94065 2.05957 -0.68987
O 1.03337 2.11616 1.56418
I 0.90822 -1.87353 -0.18558
H -1.88612 -0.42870 1.60676
H -0.61745 0.63735 2.11439
H -0.04217 -0.68359 -2.09843
H 0.20130 -2.20853 -2.68828
*
```

Atomic partial charges in e from the Mulliken method, atoms 1 to 4: C 0.742; N -0.254; N -0.640; N -0.273

Version two
ORCA calculation (ωB97M-V with the def2-TZVPD basis set) on CH4IN3O2 in the gas phase.

As for the orbital gap (alpha / beta): 7.920 / 7.919 eV. Its structure (SMILES) is NOC(=O)N(N)I.

ORCA input file:
```
! wB97M-V def2-TZVPD RIJCOSX def2/J DEFGRID3
* xyz 0 1
N 0.54686 2.23682 0.05250
O -0.30166 1.12696 -0.35736
C 0.03638 -0.14035 -0.06118
O 1.10847 -0.44085 0.43171
N -0.96598 -1.02215 -0.53414
N -0.61530 -2.31116 -0.15682
I -2.89601 -0.17088 0.26536
H 0.91088 2.14108 0.98485
H -0.11988 2.92479 0.28038
H -0.21700 -2.31644 0.84167
H -1.33767 -2.99976 -0.31648
*
```

Atomic partial charges in e from the Mulliken method, atoms 1 to 4: N -0.438; O -0.182; C 0.772; O -0.526

Stability verdict: version two, ahead by 0.0099 hartree

Version one
ORCA calculation (ωB97M-V with the def2-TZVPD basis set) on 2 unconnected molecules or ions with the total composition C4H8NO2S.

As for the orbital gap: 6.583 eV.

ORCA input file:
```
! wB97M-V def2-TZVPD RIJCOSX def2/J DEFGRID3
* xyz -1 1
O -3.51621 1.18512 0.11228
C -2.39427 0.85948 -0.22953
N -1.70623 -0.23331 0.12741
C -0.50390 -0.35321 -0.49164
C 0.71133 0.14570 0.17565
S 2.12437 0.50104 -0.80102
C 0.53681 -1.40030 0.34626
O 1.96398 -1.89651 1.07267
H -1.85121 1.50895 -0.95450
H -0.31454 3.20427 1.66071
H -0.40583 -0.42814 -1.57575
H 0.61649 0.64282 1.12815
H -0.81386 2.65835 1.73100
H 2.44230 -1.12500 0.69960
H 0.89490 -2.01806 -0.47900
H -0.08840 -1.82064 1.11520
*
```

Atomic partial charges in e from the Mulliken method, atoms 1 to 4: O -0.593; C -0.138; N -0.558; C 0.130

Version two
ORCA calculation (ωB97M-V with the def2-TZVPD basis set) on a gas-phase ion, C4H8NO2S (charge -1).

As for the orbital gap: 7.020 eV. Its structure (SMILES) is O=C([O-])NCCCS.

ORCA input file:
```
! wB97M-V def2-TZVPD RIJCOSX def2/J DEFGRID3
* xyz -1 1
O 3.14688 1.09749 0.09290
C 2.28802 1.36948 0.96067
O 2.35170 2.09491 1.97082
N 0.99099 0.70671 0.78788
C 0.73195 0.04542 -0.45388
C -0.75766 -0.05217 -0.70813
C -1.57936 -0.78904 0.34949
S -2.54767 -2.21843 -0.26404
H 0.28142 1.39355 0.99474
H 1.20728 -0.93911 -0.53840
H 1.22170 0.48956 -1.31858
H -1.02924 -0.40071 -1.70971
H -1.13365 0.97532 -0.76322
H -2.36050 -0.14843 0.75890
H -0.97640 -1.11593 1.19516
H -1.83547 -2.50862 -1.35458
*
```

Atomic partial charges in e from the Mulliken method, atoms 1 to 4: O -0.730; C 0.493; O -0.762; N -0.204

Version three
ORCA calculation (ωB97M-V with the def2-TZVPD basis set) on a gas-phase ion, C4H8NO2S (charge -1).

As for the orbital gap: 7.182 eV.

ORCA input file:
```
! wB97M-V def2-TZVPD RIJCOSX def2/J DEFGRID3
* xyz -1 1
C -0.96392 -0.19455 0.34773
C 1.23301 1.08003 0.57240
C 1.22614 -1.05244 -0.59846
C 0.43732 0.10892 -0.25816
N -1.02545 -0.84359 1.45366
O -3.54770 -0.22055 -0.28848
O -1.87755 0.85998 -1.81927
S -2.39565 0.72689 -0.41414
H 1.38893 0.61594 1.55940
H 2.26573 1.40691 0.16408
H 0.72902 2.04368 0.60309
H 1.72804 -1.37482 0.27865
H 0.54102 -1.88980 -0.89127
H 2.08819 -0.95845 -1.39957
H 0.11954 0.61120 -1.21858
H -1.94668 -0.91935 1.90892
*
```

Atomic partial charges in e from the Mulliken method, atoms 1 to 4: C 0.005; C -1.423; C -1.469; C 0.951

Stability verdict: version two, ahead by 0.0571 hartree

Version one
ORCA calculation (ωB97M-V with the def2-TZVPD basis set) on 2 unconnected molecules or ions with the total composition C3H2FNOS.

As for the orbital gap: 9.929 eV.

ORCA input file:
```
! wB97M-V def2-TZVPD RIJCOSX def2/J DEFGRID3
* xyz 0 1
C -1.51676 1.54494 -1.38621
C 1.95583 -1.23677 2.70896
C -1.62932 0.34844 -1.20738
N 2.52490 -1.06167 1.73410
O -3.46555 -1.26657 -1.47496
F -3.25320 0.49184 0.71549
S -2.66414 -0.69827 -0.41431
H -1.24441 2.48834 -1.61389
H 1.73435 -1.67766 3.64883
*
```

Atomic partial charges in e from the Mulliken method, atoms 1 to 4: C -0.164; C 0.056; C -0.096; N -0.320

Version two
ORCA calculation (ωB97M-V with the def2-TZVPD basis set) on C3H2FNOS in the gas phase.

As for the orbital gap (alpha / beta): 7.490 / 7.028 eV.

ORCA input file:
```
! wB97M-V def2-TZVPD RIJCOSX def2/J DEFGRID3
* xyz 0 1
C 0.82531 0.15617 0.78496
C 0.50260 -0.96349 -0.07547
C -0.92159 1.79150 0.48654
N 0.17125 1.23070 0.48005
O -1.10366 -2.12377 -1.65450
F -1.24008 2.74697 -0.25733
S -0.90570 -0.81426 -1.04478
H 1.63193 -0.06068 1.44291
H 1.03995 -1.96315 -0.16238
*
```

Atomic partial charges in e from the Mulliken method, atoms 1 to 4: C 0.085; C -0.345; C 0.118; N -0.247

Stability verdict: version two, ahead by 0.0153 hartree

Version one
ORCA calculation (ωB97M-V with the def2-TZVPD basis set) on C5H6N2OS in the gas phase.

As for the orbital gap: 8.534 eV.

ORCA input file:
```
! wB97M-V def2-TZVPD RIJCOSX def2/J DEFGRID3
* xyz 0 1
C 2.33420 -0.77920 -0.57045
C 1.39700 -1.09372 0.33406
C 0.59606 0.26332 -1.19126
C -1.85094 1.30886 -0.60791
C -0.98654 -0.36112 0.72984
N 1.85244 0.18480 -1.42682
N 0.18357 -0.48219 -0.08984
O -0.99369 0.02818 1.96297
S -0.65423 1.29747 -1.88971
H 3.46898 -0.91065 -0.54344
H 1.26718 -1.85456 1.23681
H -2.86950 0.91130 -0.83371
H -1.78446 2.22972 -0.06126
H -1.80282 -1.07503 0.56815
H -0.15725 0.33283 2.38257
*
```

Atomic partial charges in e from the Mulliken method, atoms 1 to 4: C -0.453; C -0.182; C 0.515; C -0.594

Version two
ORCA calculation (ωB97M-V with the def2-TZVPD basis set) on 2 unconnected molecules or ions with the total composition C5H6N2OS.

As for the orbital gap (alpha / beta): 6.217 / 8.343 eV.

ORCA input file:
```
! wB97M-V def2-TZVPD RIJCOSX def2/J DEFGRID3
* xyz 0 1
C -2.00316 0.63730 -0.83071
C -0.78410 1.23835 -0.53425
C -2.17856 -0.69437 -0.57158
C 0.10508 0.58901 0.37327
C -0.30830 -0.69242 0.64131
N -1.32635 -1.34662 0.17360
N 1.20808 1.13973 0.86892
O 2.46142 -1.27558 1.47643
S 2.76773 -2.44156 0.49169
H -2.75973 1.03658 -1.41431
H -0.55963 2.21633 -0.73613
H -2.97418 -1.26749 -0.97469
H 1.36265 2.14480 0.64325
H 1.96880 0.56580 1.08572
H 3.02027 -1.84987 -0.69251
*
```

Atomic partial charges in e from the Mulliken method, atoms 1 to 4: C -0.538; C -0.530; C -0.293; C 0.836

Stability verdict: version one, ahead by 0.0333 hartree

Version one
ORCA calculation (ωB97M-V with the def2-TZVPD basis set) on 2 unconnected molecules or ions with the total composition C4H11NO2S.

As for the orbital gap: 5.375 eV.

ORCA input file:
```
! wB97M-V def2-TZVPD RIJCOSX def2/J DEFGRID3
* xyz -2 1
C -0.64487 -0.27818 -1.75312
C -0.51623 -0.22082 -0.29593
C 1.10122 -0.41613 0.10156
S 2.31021 0.73305 -0.58238
N -1.11313 -1.38722 0.35923
C -2.54180 -1.25400 0.72514
O -3.42806 -1.88819 0.08010
H -1.66506 -0.57676 -2.01799
H 0.04518 -0.94976 -2.27845
H -0.39483 0.68668 -2.09879
H -0.88526 0.71076 0.12540
H 1.01961 -0.48460 1.27630
H 1.36682 -1.47699 -0.25569
H -0.91382 -2.18012 -0.18784
H -2.55693 -1.38573 1.79983
H -2.80105 -0.05134 0.67874
H 3.25990 3.80975 1.34830
H 4.22500 2.83619 1.36947
O 4.13310 3.77341 1.60613
*
```

Atomic partial charges in e from the Mulliken method, atoms 1 to 4: C -1.393; C -0.026; C -0.828; S -0.756

Version two
ORCA calculation (ωB97M-V with the def2-TZVPD basis set) on 2 unconnected molecules or ions with the total composition C4H11NO2S.

As for the orbital gap: 5.983 eV.

ORCA input file:
```
! wB97M-V def2-TZVPD RIJCOSX def2/J DEFGRID3
* xyz -2 1
C -0.20326 -0.35041 1.03613
N 1.05920 0.23473 0.54080
C 2.29738 -0.15740 1.35322
O 2.96511 -1.19522 0.85423
C -1.38772 0.04207 0.11812
C -1.57001 -0.90543 -1.07272
S -2.91530 -0.33311 -2.18811
H -0.38922 0.06755 2.02964
H -0.12414 -1.43221 1.11106
H 1.22336 -0.22861 -0.35138
H 1.91969 -0.33262 2.39331
H 2.87234 0.80361 1.35425
H -1.25544 1.05470 -0.24427
H -2.28986 0.10455 0.73744
H -1.86410 -1.85628 -0.63213
H -0.63997 -0.91798 -1.61500
H 0.46973 1.77142 -1.13263
H -0.50266 1.58609 -2.23388
O 0.33486 2.04456 -2.05807
*
```

Atomic partial charges in e from the Mulliken method, atoms 1 to 4: C -0.559; N -0.231; C -0.388; O -0.909

Stability verdict: version two, ahead by 0.0503 hartree